C7H11BrCdN7O4 | wB97M-V/def2-TZVPD

The value obtained for the gap between HOMO and LUMO is 8.4 eV. As for the net charge: +1.

XYZ file:
```
31
Properties=species:S:1:pos:R:3:lowdin_charge:R:1
Cd 0.009 0.104 -0.790 1.4249
N 0.669 -2.130 -1.934 -0.0010
N 2.069 -2.204 -2.002 0.0072
C 2.835 -1.144 -1.664 -0.3854
N 4.148 -1.296 -1.638 0.2312
N 2.163 -0.023 -1.388 0.0216
N 2.799 1.117 -0.969 -0.4370
O 4.000 1.256 -1.046 0.0962
O 2.023 1.959 -0.539 0.0078
H 0.334 -2.633 -1.111 0.0814
H 0.279 -2.515 -2.786 0.1096
H 2.497 -3.117 -2.028 0.1646
H 4.577 -2.182 -1.846 0.1383
H 4.722 -0.491 -1.432 0.1084
N -1.197 1.840 -1.480 0.0104
H -1.226 1.976 -2.486 0.0620
H -0.783 2.682 -1.086 0.0609
H -2.156 1.800 -1.124 0.0309
Br -2.921 2.579 4.668 0.8038
C -2.708 1.547 3.113 -0.6625
C -3.400 1.901 1.958 -0.1700
N -3.319 1.195 0.834 0.0527
C -2.525 0.124 0.838 -0.1831
C -1.733 -0.256 1.911 -0.1409
C -1.857 0.457 3.097 -0.0309
C -0.740 -1.390 1.780 -0.6094
O -0.546 -2.155 2.688 0.1137
O -0.140 -1.453 0.607 -0.2465
H -4.040 2.774 1.949 0.1097
H -2.540 -0.481 -0.066 0.1017
H -1.292 0.161 3.971 0.1300
```

---

C24H18NO5RuS | wB97M-V/def2-TZVPD

The value obtained for the gap between HOMO and LUMO (spin up / spin down) is 5.4 / 5.9 eV. The expectation value of S² is 0.782. As for the energy above the lowest of the compared OMol25 structures with the same formula, charge and spin: 0.00 kcal per mole. As for the net charge: -2. The multiplicity is 2.

XYZ file:
```
50
Properties=species:S:1:pos:R:3:lowdin_spin:R:1
Ru -0.014 0.053 0.053 0.1640
O 1.757 -2.564 2.854 -0.0004
C 1.158 -1.625 2.332 0.0004
O 0.457 -1.670 1.265 0.0091
C 1.099 -0.298 3.126 0.0005
C -0.339 0.220 3.180 -0.0007
C -0.494 1.282 4.276 -0.0001
C 0.180 2.513 3.618 0.0002
C 0.663 1.918 2.297 0.0023
O -0.429 1.019 1.980 0.0022
C 1.831 0.949 2.522 0.0006
C 2.623 0.702 1.229 -0.0002
O 3.847 0.659 1.294 -0.0005
O 1.943 0.624 0.140 -0.0024
H 1.484 -0.525 4.119 0.0000
H -1.107 -0.548 3.149 0.0000
H -1.544 1.470 4.500 0.0000
H 0.002 0.964 5.194 0.0000
H -0.547 3.302 3.425 0.0000
H 0.998 2.929 4.205 0.0000
H 0.788 2.609 1.470 0.0017
H 2.532 1.355 3.250 0.0000
S 0.097 -2.453 -4.047 0.0027
C 0.153 -1.583 -2.648 0.0014
N 0.192 -0.971 -1.662 -0.0004
C -0.479 1.733 -0.786 0.2012
C -0.688 2.940 -1.016 0.1024
C -0.919 4.284 -1.229 0.2086
C 0.226 5.182 -1.383 0.0161
C 1.515 4.736 -1.028 0.0454
C 2.627 5.541 -1.183 -0.0018
C 2.512 6.824 -1.712 0.0562
C 1.257 7.269 -2.105 -0.0021
C 0.138 6.467 -1.950 0.0449
C -2.309 4.754 -1.275 0.0191
C -3.324 3.885 -1.711 0.0370
C -4.651 4.272 -1.726 -0.0010
C -5.027 5.542 -1.296 0.0462
C -4.043 6.407 -0.838 -0.0013
C -2.711 6.023 -0.825 0.0372
H 1.624 3.725 -0.656 0.0035
H 3.599 5.155 -0.898 -0.0016
H 3.386 7.452 -1.834 0.0043
H 1.147 8.251 -2.553 -0.0017
H -0.817 6.828 -2.306 0.0023
H -3.036 2.891 -2.031 0.0022
H -5.403 3.575 -2.077 -0.0012
H -6.067 5.844 -1.308 0.0036
H -4.315 7.391 -0.470 -0.0013
H -1.969 6.701 -0.426 0.0016
```

---

C24H24Cl2N4O4 | wB97M-V/def2-TZVPD

The value obtained for the gap between HOMO and LUMO is 7.5 eV. As for the energy above the lowest of the compared OMol25 structures with the same formula, charge and spin: 518.07 kcal per mole.

XYZ file:
```
58
Properties=species:S:1:pos:R:3:lowdin_charge:R:1
C -1.329 -3.665 -0.276 0.0082
N -1.725 -2.342 -0.662 0.0307
C -3.039 -2.018 -0.320 -0.3907
O -3.800 -3.007 0.215 -0.0717
N -3.701 -1.044 -0.725 0.0408
C -2.977 0.009 -1.043 -0.2332
C -1.693 -0.284 -1.271 -0.0129
N -1.142 1.055 -2.049 0.0470
C -2.191 1.936 -1.930 -0.1234
N -3.205 1.338 -1.362 0.1300
H -2.116 3.134 -2.123 0.1927
C 0.134 1.376 -2.415 -0.1152
H 0.671 0.173 -2.835 0.2408
H 0.293 2.156 -3.030 0.0887
C 1.072 1.687 -1.222 -0.2802
C 2.487 1.875 -1.382 -0.0521
O 3.132 0.722 -2.250 -0.1572
C 3.145 -0.449 -1.602 -0.3010
C 4.157 -0.296 -0.517 -0.1095
C 5.187 0.404 -0.313 -0.2506
C 5.983 0.392 0.597 -0.0548
C 5.571 -0.241 1.967 -0.0327
C 4.536 -0.994 1.866 -0.2203
C 3.668 -1.088 0.858 -0.5531
Cl 2.311 -1.956 0.479 0.8429
H 4.351 -1.668 2.665 0.1078
H 6.327 -0.497 2.688 0.0972
H 6.965 1.158 0.648 0.1678
H 5.393 0.887 -1.203 0.1293
H 2.222 -0.822 -1.377 -0.0075
H 3.641 -0.921 -2.504 0.1758
H 2.609 2.786 -2.243 0.1936
H 3.178 2.081 -0.567 0.1233
H 0.681 2.533 -0.734 0.0978
O 0.952 0.643 -0.093 -0.2263
C 0.795 1.329 1.272 -0.0832
C -0.648 0.861 1.469 -0.0782
C -1.033 -0.410 2.305 -0.0423
C -2.347 -0.688 2.427 -0.0836
C -3.415 0.384 2.481 -0.0484
C -2.895 1.457 2.129 -0.3337
C -1.811 1.894 1.835 -0.6124
Cl -1.414 3.393 1.106 0.7441
H -3.774 2.169 1.956 0.1649
H -4.415 0.093 2.616 0.1025
H -2.429 -1.797 2.709 0.1261
H -0.184 -1.301 2.098 0.1473
H 1.554 0.382 1.903 0.2020
H 1.029 2.277 1.261 0.0248
C -1.134 -1.382 -1.246 -0.3887
O 0.125 -1.745 -1.721 -0.1005
C -5.094 -0.550 -0.348 0.0698
H -5.522 -0.635 -1.308 0.0845
H -5.400 -1.396 0.541 0.1714
H -5.089 0.358 0.188 0.0510
H -1.431 -3.765 0.917 0.1496
H -0.360 -3.764 -0.735 0.0713
H -2.040 -4.406 -0.849 0.1398
```

---

C22H23AsBCl2F10FeNO4PS3 | wB97M-V/def2-TZVPD

The value obtained for the gap between HOMO and LUMO (spin up / spin down) is 6.7 / 6.8 eV. The expectation value of S² is 1.086. As for the net charge: -2. The multiplicity is 2.

XYZ file:
```
69
Properties=species:S:1:pos:R:3:lowdin_spin:R:1
Fe 0.374 -0.577 0.811 1.1644
S 4.680 0.377 0.884 -0.0044
C 4.589 -1.323 0.678 -0.0072
C 3.308 -1.777 0.602 -0.0101
C 2.369 -0.713 0.720 -0.1201
C 2.968 0.502 0.866 -0.0027
C 2.199 1.717 0.989 -0.0026
C 2.758 2.983 1.068 0.0010
C 1.920 4.081 1.169 0.0003
C 0.556 3.866 1.190 0.0019
C 0.077 2.568 1.108 0.0001
N 0.869 1.500 1.005 -0.0144
H 5.497 -1.901 0.619 -0.0011
H 3.053 -2.809 0.453 -0.0001
H 3.834 3.092 1.050 0.0000
H 2.331 5.081 1.230 0.0000
H -0.156 4.675 1.262 0.0001
H -0.981 2.389 1.123 -0.0001
Cl 1.046 -4.568 6.985 0.0006
C 0.856 -3.426 5.665 0.0027
C 0.647 -2.076 5.959 -0.0004
C 0.510 -1.170 4.944 -0.0002
Cl 0.249 0.504 5.326 0.0005
C 0.594 -1.533 3.561 -0.0018
O 0.497 -0.620 2.679 -0.0143
C 0.793 -2.917 3.319 0.0022
C 0.858 -3.439 1.969 -0.0006
O 0.874 -2.780 0.947 -0.0202
C 0.916 -3.840 4.365 -0.0001
H 0.590 -1.743 6.986 -0.0001
H 0.915 -4.538 1.889 -0.0015
H 1.065 -4.886 4.127 -0.0002
F -1.973 0.622 1.129 0.0030
As -3.507 1.506 1.174 0.0001
F -2.857 2.579 -0.051 0.0000
F -2.801 2.566 2.378 0.0001
F -4.971 2.430 1.219 0.0000
F -4.076 0.466 2.419 0.0001
F -4.136 0.489 -0.064 0.0000
F -1.294 -1.937 0.914 0.0133
B -2.300 -2.993 0.976 0.0012
F -3.548 -2.450 1.143 0.0005
F -1.927 -3.800 2.070 0.0003
F -2.206 -3.722 -0.212 0.0002
C -2.658 -0.539 -2.831 0.0005
C -2.050 -1.200 -4.053 0.0000
C -2.365 -0.457 -5.340 0.0000
O -0.617 -1.415 -3.984 -0.0009
P 0.546 -0.494 -3.406 0.0010
S 2.258 -1.151 -4.051 0.0052
S 0.326 -0.286 -1.450 0.0035
O 0.118 0.922 -4.034 -0.0014
C 0.564 2.253 -3.688 0.0001
C 1.993 2.312 -3.178 0.0000
C -0.429 2.875 -2.723 0.0007
H -3.735 -0.448 -2.986 0.0000
H -2.254 0.458 -2.664 0.0003
H -2.498 -1.124 -1.928 0.0000
H -2.433 -2.220 -4.122 0.0000
H -2.033 0.579 -5.271 0.0000
H -3.443 -0.474 -5.518 0.0000
H -1.859 -0.927 -6.184 0.0000
H 0.513 2.782 -4.645 -0.0001
H 2.084 1.798 -2.221 0.0000
H 2.269 3.361 -3.044 0.0000
H 2.681 1.840 -3.878 0.0000
H -0.406 2.360 -1.764 0.0005
H -1.446 2.810 -3.111 0.0000
H -0.183 3.928 -2.566 0.0000
```

---

no.,electronic energy (hartree)
1,-3699.0754
2,-1849.4392
3,-2368.5744
4,-8187.7134